Record 1
{"formula": "C4H6Cl2FN", "method": "ωB97M-V with the def2-TZVPD basis set", "elements": ["C", "C", "F", "C", "Cl", "Cl", "C", "N", "H", "H", "H", "H", "H", "H"], "xyz": [[-1.643795, 1.428246, -0.391276], [-0.634693, 0.611942, -0.765491], [0.454900, 0.968511, -1.536828], [-0.324725, -0.774874, -0.369567], [-1.394486, -1.524630, 0.948891], [-0.380960, -1.839150, -1.820226], [1.171507, -0.819597, 0.180309], [1.494510, 0.015331, 1.295852], [-1.747415, 2.435131, -0.856268], [-2.454785, 1.031725, 0.222942], [1.394931, -1.791666, 0.565572], [1.806683, -0.574999, -0.668493], [1.384317, 1.024365, 1.166817], [0.874011, -0.190336, 2.027768]], "forces_ev_per_a": [[1.114, -0.369, -1.498], [-0.714, 1.125, 0.444], [-1.505, 0.805, 0.217], [0.891, -1.634, 1.370], [0.508, 0.933, -1.057], [-0.133, 0.217, 0.348], [-0.361, 0.379, -0.338], [0.266, 1.468, -0.521], [0.252, -0.877, 0.656], [0.448, 0.114, -0.198], [-0.176, -1.005, -0.476], [0.037, -0.229, 0.100], [0.165, -0.401, -0.486], [-0.793, -0.526, 1.437]], "orbital_gap_ev": 10.5, "e_homo_ev": -9.859, "max_force_ev_per_a": 2.3, "e_lumo_ev": 0.7, "e_tot_ev": -33496.8099, "smiles": "C=C(F)C(Cl)(Cl)CN"}

Record 2
{"formula": "C43H50AsFN3O7PPbSSi", "method": "ωB97M-V with the def2-TZVPD basis set", "elements": ["Pb", "S", "C", "C", "C", "C", "C", "C", "As", "C", "C", "C", "C", "C", "C", "C", "C", "C", "C", "C", "C", "H", "H", "H", "H", "H", "H", "H", "H", "H", "H", "H", "H", "H", "H", "C", "Si", "C", "C", "N", "C", "C", "C", "C", "C", "C", "F", "H", "H", "H", "H", "H", "H", "H", "H", "H", "H", "H", "H", "H", "O", "C", "O", "C", "C", "C", "C", "C", "C", "O", "N", "O", "O", "N", "O", "O", "H", "H", "C", "C", "C", "P", "C", "C", "C", "C", "C", "C", "H", "H", "H", "H", "H", "H", "H", "H", "H", "H", "H", "H", "H", "H", "H", "H", "H", "H", "H", "H", "H"], "xyz": [[0.296084, -0.229485, -0.053591], [2.246223, 1.725606, 0.811803], [2.020759, 1.971149, 2.536917], [3.087791, 1.744234, 3.420038], [2.951632, 1.960134, 4.782138], [1.741700, 2.403706, 5.307446], [0.672083, 2.625194, 4.451319], [0.798638, 2.415841, 3.079220], [-0.661458, 2.644842, 1.799644], [-2.112714, 2.951299, 3.092096], [-2.669186, 1.787565, 3.626777], [-3.692447, 1.855292, 4.562617], [-4.174973, 3.092555, 4.976076], [-3.624338, 4.255874, 4.453953], [-2.595659, 4.185314, 3.518380], [-0.332687, 4.488625, 1.229647], [-1.363150, 5.175855, 0.586088], [-1.148538, 6.433329, 0.035408], [0.112351, 7.015278, 0.110077], [1.144701, 6.335826, 0.743701], [0.925407, 5.079560, 1.299854], [4.023686, 1.383985, 3.009396], [3.792873, 1.774492, 5.439979], [1.626911, 2.565898, 6.372659], [-0.273788, 2.954175, 4.863589], [-2.289018, 0.818301, 3.316278], [-4.114867, 0.939277, 4.958920], [-4.978496, 3.149184, 5.701081], [-3.988598, 5.223797, 4.780596], [-2.166526, 5.099335, 3.128227], [-2.347080, 4.723492, 0.517878], [-1.960808, 6.952315, -0.460827], [0.290231, 7.989275, -0.331026], [2.132448, 6.779987, 0.799980], [1.740951, 4.549434, 1.777447], [0.137022, -2.112237, 4.702594], [0.230085, -2.344370, 2.835842], [0.054691, -4.181077, 2.477686], [1.967752, -1.862613, 2.343586], [-0.870624, -1.359514, 1.983179], [-2.213954, -1.553978, 1.985883], [-2.941855, -2.475049, 2.790076], [-4.324643, -2.590125, 2.755894], [-5.092833, -1.800489, 1.906594], [-4.424540, -0.894029, 1.083500], [-3.056229, -0.803767, 1.140835], [-2.440671, 0.094087, 0.302814], [0.838460, -2.785180, 5.212391], [-0.867095, -2.308445, 5.093850], [0.401448, -1.080029, 4.964675], [1.004244, -4.697555, 2.659182], [-0.216551, -4.324255, 1.423808], [-0.717255, -4.661400, 3.088918], [2.685811, -2.507081, 2.863148], [2.192732, -0.823039, 2.606964], [2.169658, -1.992415, 1.269886], [-2.382253, -3.115504, 3.460564], [-4.806736, -3.320789, 3.397098], [-6.170636, -1.892542, 1.869655], [-4.954231, -0.253645, 0.386517], [3.266772, -3.011475, -1.618801], [2.286965, -2.296113, -1.795820], [2.095855, -1.121757, -1.302174], [1.187042, -2.796160, -2.707920], [1.461298, -3.073322, -4.011088], [0.461497, -3.578395, -4.865630], [-0.778728, -3.913458, -4.365305], [-1.050013, -3.691103, -3.035125], [-0.141855, -2.989080, -2.150847], [-0.448755, -2.581231, -1.005386], [-2.335492, -4.188543, -2.541616], [-3.259107, -4.306478, -3.346341], [-2.417984, -4.511771, -1.378194], [0.752701, -3.816686, -6.256274], [-0.124359, -4.275775, -6.980757], [1.874500, -3.544336, -6.666468], [2.459768, -2.918221, -4.397644], [-1.522738, -4.369581, -4.999386], [-3.247267, 2.883498, -1.785589], [-1.853212, 3.140573, -2.366592], [-1.936865, 4.081225, -3.568248], [-0.883331, 1.562436, -2.540121], [0.524250, 2.121123, -3.609003], [1.368945, 0.941571, -4.094654], [1.390799, 3.111452, -2.820076], [-1.796441, 0.392004, -3.640523], [-2.936316, -0.309919, -2.893348], [-2.271071, 0.921772, -4.992245], [-3.685067, 3.827188, -1.442812], [-3.221604, 2.192589, -0.937847], [-3.917221, 2.468357, -2.542330], [-1.277816, 3.654967, -1.591004], [-2.425613, 3.614319, -4.424349], [-0.956800, 4.436098, -3.887727], [-2.526444, 4.962669, -3.289092], [0.106742, 2.632038, -4.480567], [1.774617, 0.363422, -3.257235], [2.210822, 1.317850, -4.685891], [0.803250, 0.254758, -4.728628], [1.833326, 2.633960, -1.940543], [0.830639, 3.980787, -2.465027], [2.209237, 3.475670, -3.449844], [-1.028228, -0.367761, -3.828111], [-3.739499, 0.384969, -2.638046], [-2.592281, -0.781632, -1.970730], [-3.364310, -1.087853, -3.528779], [-3.127395, 1.590389, -4.870690], [-2.595907, 0.083535, -5.617382], [-1.487742, 1.456924, -5.534522]], "forces_ev_per_a": [[-0.214, -0.471, 0.150], [0.137, 0.213, 0.154], [-0.064, -0.025, -0.112], [-0.024, 0.015, 0.149], [-0.053, 0.011, -0.102], [0.023, -0.013, -0.034], [0.011, -0.047, -0.106], [0.065, 0.022, 0.023], [0.049, -0.042, 0.066], [0.046, -0.027, 0.086], [-0.029, 0.020, 0.018], [0.002, 0.052, -0.017], [0.037, -0.025, -0.051], [0.043, -0.049, -0.032], [-0.057, -0.069, 0.040], [-0.039, 0.031, -0.080], [0.080, 0.075, 0.021], [0.059, -0.030, 0.027], [-0.029, -0.051, 0.009], [-0.032, -0.033, 0.014], [-0.002, 0.055, 0.003], [-0.027, 0.017, 0.005], [0.013, -0.015, 0.008], [0.007, -0.005, -0.008], [-0.034, 0.024, -0.023], [-0.030, -0.003, -0.022], [0.013, 0.019, -0.010], [0.006, -0.003, 0.002], [-0.002, -0.013, -0.013], [0.020, 0.024, -0.005], [-0.016, -0.018, -0.029], [0.005, -0.005, 0.006], [-0.008, -0.009, 0.013], [-0.030, -0.019, -0.010], [-0.025, 0.005, -0.024], [-0.013, 0.073, 0.243], [0.155, -0.077, 0.054], [-0.141, -0.207, -0.120], [0.113, 0.091, -0.200], [-0.146, 0.097, -0.070], [0.103, -0.080, -0.016], [0.074, 0.086, 0.053], [0.037, 0.109, -0.127], [0.143, 0.001, 0.037], [0.005, 0.034, -0.021], [-0.090, 0.016, -0.034], [-0.268, 0.039, 0.042], [-0.061, 0.071, -0.026], [0.074, 0.008, -0.015], [-0.021, -0.101, -0.020], [-0.077, 0.029, 0.004], [0.055, 0.023, 0.125], [0.077, 0.007, -0.059], [-0.039, 0.062, 0.010], [0.015, -0.088, -0.036], [0.013, 0.004, 0.137], [-0.005, 0.007, -0.004], [0.017, 0.015, -0.006], [0.022, 0.009, -0.008], [0.008, -0.032, 0.017], [0.019, 0.073, -0.041], [-0.052, 0.255, 0.101], [0.127, -0.169, -0.030], [-0.159, -0.060, -0.017], [0.087, 0.000, -0.060], [0.101, -0.023, -0.196], [-0.082, -0.073, -0.084], [-0.209, 0.137, 0.180], [0.049, -0.068, 0.076], [-0.086, 0.056, -0.089], [0.214, 0.068, -0.195], [0.043, 0.083, 0.013], [-0.038, 0.008, 0.124], [0.005, 0.061, 0.271], [-0.053, -0.029, -0.017], [0.037, 0.003, -0.079], [-0.017, -0.013, 0.018], [-0.024, 0.005, -0.002], [0.040, 0.015, 0.050], [-0.114, -0.010, 0.032], [-0.073, 0.067, 0.027], [0.232, 0.030, 0.033], [0.021, 0.038, 0.043], [0.042, -0.037, 0.043], [0.026, -0.055, 0.009], [-0.128, 0.000, -0.067], [0.022, -0.037, -0.029], [-0.033, -0.084, -0.045], [0.008, -0.022, -0.013], [0.034, 0.034, -0.065], [0.011, 0.039, 0.021], [0.010, 0.031, 0.034], [0.004, 0.008, 0.018], [0.000, -0.030, 0.001], [0.031, -0.021, -0.029], [0.022, 0.038, -0.074], [-0.041, 0.051, -0.031], [-0.027, -0.040, 0.043], [0.032, 0.048, 0.006], [-0.044, 0.011, -0.051], [-0.004, -0.033, -0.021], [-0.031, -0.019, 0.020], [-0.016, -0.045, 0.029], [0.057, -0.079, -0.003], [0.011, 0.020, -0.052], [0.003, -0.071, -0.012], [0.026, -0.009, -0.006], [-0.003, 0.051, 0.006], [-0.031, -0.010, 0.036]], "orbital_gap_ev": 6.2, "total_charge": -2, "e_homo_ev": -2.295, "max_force_ev_per_a": 0.5, "e_lumo_ev": 3.9, "e_tot_ev": -161011.7847}

Record 3
{"formula": "C18H20F3N3O3", "method": "ωB97M-V with the def2-TZVPD basis set", "elements": ["C", "C", "N", "C", "C", "C", "O", "C", "C", "C", "C", "C", "O", "N", "C", "C", "C", "C", "C", "C", "F", "F", "F", "C", "C", "O", "N", "H", "H", "H", "H", "H", "H", "H", "H", "H", "H", "H", "H", "H", "H", "H", "H", "H", "H", "H", "H"], "xyz": [[1.491497, 0.228451, 4.195736], [0.298737, 0.412149, 3.259296], [0.577764, 1.413293, 2.236989], [0.291581, 2.848406, 2.553449], [1.537728, 3.687823, 2.804699], [0.962919, 0.972608, 0.968425], [1.170438, -0.238529, 0.774162], [1.163902, 1.900730, -0.281030], [2.608054, 1.775080, -0.857204], [2.509648, 0.773510, -2.014516], [1.110518, 0.975061, -2.545477], [0.226532, -0.221184, -2.891727], [0.520893, -1.012831, -3.764468], [-0.904533, -0.252600, -2.107343], [-1.798856, -1.330927, -1.904238], [-3.174724, -1.104871, -1.994608], [-4.064410, -2.158115, -1.752631], [-3.550520, -3.453659, -1.565639], [-2.166224, -3.731525, -1.587182], [-1.641611, -5.121362, -1.501615], [-1.479287, -5.455518, -0.204497], [-0.391229, -5.219181, -2.086280], [-2.443187, -6.080129, -2.065383], [-1.311293, -2.629484, -1.765955], [-0.848776, 0.879874, -1.307176], [-1.772870, 1.333347, -0.653656], [0.336805, 1.558198, -1.469072], [1.666230, 1.155057, 4.706696], [2.365865, 0.009050, 3.569606], [1.356086, -0.552901, 4.935201], [-0.549185, 0.755288, 3.850607], [0.039976, -0.579538, 2.842310], [-0.385942, 2.946625, 3.410038], [-0.271530, 3.298113, 1.760036], [1.203313, 4.708687, 2.867069], [2.254894, 3.631887, 2.015791], [1.960459, 3.442355, 3.768084], [1.000505, 2.918087, 0.066126], [3.329728, 1.407804, -0.128969], [2.944819, 2.762200, -1.300186], [3.321076, 0.948362, -2.704655], [2.615940, -0.216765, -1.608772], [1.102007, 1.672473, -3.403832], [-3.602812, -0.111023, -2.198889], [-5.122437, -2.008697, -1.784034], [-4.300529, -4.230281, -1.403899], [-0.187959, -2.705402, -1.731388]], "forces_ev_per_a": [[0.240, 0.004, -0.852], [0.111, -0.806, 0.553], [-0.185, 0.778, -1.622], [0.455, -0.655, -0.167], [-0.989, -0.124, 0.603], [-0.237, -1.798, 0.199], [-0.269, 1.320, 0.150], [0.306, 0.615, 0.780], [-0.098, 0.770, -0.530], [0.114, -0.255, 0.659], [-1.014, 0.499, -0.268], [1.725, -1.732, -1.932], [-0.484, 0.278, 0.599], [1.113, 0.570, 0.215], [-1.150, -0.538, -0.855], [-0.723, 0.190, 0.420], [1.874, -0.551, -0.232], [-0.265, -0.012, 0.121], [-1.142, 1.854, -0.949], [1.022, -0.725, -0.066], [-0.022, -0.305, -0.230], [-1.460, -0.063, 0.483], [0.757, 1.111, 0.451], [1.574, -0.064, 0.569], [-2.086, 1.932, 1.305], [0.662, -1.058, 0.130], [0.651, 0.171, 1.053], [0.280, 0.507, 0.426], [-0.070, -0.090, 0.319], [-0.138, -0.179, -0.002], [-0.185, 0.070, -0.158], [0.077, 0.811, -0.270], [0.269, -0.562, -0.013], [-0.309, 0.011, -0.753], [-0.028, 0.634, 0.046], [0.578, -0.248, -0.473], [0.469, -0.168, 0.101], [-0.211, 0.204, -0.420], [-0.049, 0.314, 0.107], [-0.407, -0.918, 0.832], [-0.072, -0.061, -0.490], [0.006, -0.548, 0.083], [0.014, -0.393, 0.145], [0.581, -0.471, 0.156], [-0.383, 0.109, 0.045], [0.497, -0.093, -0.104], [-1.397, -0.339, -0.163]], "orbital_gap_ev": 10.0, "e_homo_ev": -9.279, "max_force_ev_per_a": 3.1, "e_lumo_ev": 0.7, "e_tot_ev": -37757.2611, "smiles": "CCN(CC)C(=O)[C@H]1CC[C@H]2C(=O)N(c3cccc(C(F)(F)F)c3)C(=O)N12"}